[1]
The following is a quantum chemistry calculation of a structure of composition C26H43N5Zr, from the Open Molecules 2025 dataset.

The geometry in XYZ format:
```
75
Properties=species:S:1:pos:R:3:forces:R:3
Zr 0.33444 -0.48646 -0.50791 0.0 -0.1 0.2
C 2.66191 -3.13692 -1.69266 0.0 0.0 0.0
C 1.21266 -3.51742 -1.94595 0.0 0.0 0.0
N 0.20625 -2.75465 -1.15005 0.0 0.0 0.1
C -1.15455 -2.92313 -1.74536 0.0 0.0 0.0
C -1.36472 -1.89188 -2.83481 0.0 0.0 0.0
N -1.25710 -0.52628 -2.27260 0.0 -0.1 -0.2
C -1.41260 0.50426 -3.32312 0.0 0.0 0.0
C -1.29111 1.90811 -2.75046 0.0 0.0 0.0
C 0.14316 2.34863 -2.53291 0.0 0.0 0.0
N 0.83986 1.71859 -1.36531 -0.1 0.1 -0.1
C 2.31394 1.81816 -1.57888 0.0 0.0 0.0
C 2.83558 0.61043 -2.33078 0.0 0.0 0.0
N 2.63968 -0.63433 -1.55085 0.0 0.1 0.0
C 3.08151 -1.81922 -2.32797 0.0 0.0 0.0
H 3.27868 -3.92582 -2.12636 0.0 0.0 0.0
H 2.89038 -3.14263 -0.62222 0.0 0.0 0.0
H 1.06075 -4.58106 -1.75212 0.0 0.0 0.0
H 0.98547 -3.35608 -3.00071 0.0 0.0 0.0
H 0.16222 -3.18755 -0.22707 0.0 0.0 0.0
H -1.89076 -2.79575 -0.95172 0.0 0.0 0.0
H -1.26183 -3.92738 -2.16090 0.0 0.0 0.0
H -2.33897 -2.03944 -3.30745 0.0 0.0 0.0
H -0.60886 -1.98903 -3.61742 0.0 0.0 0.0
H -2.05145 -0.41001 -1.64491 0.0 0.0 0.1
H -2.38600 0.37324 -3.80220 0.0 0.0 0.0
H -0.65163 0.33544 -4.08947 0.0 0.0 0.0
H -1.88080 1.99980 -1.83151 0.0 0.0 0.0
H -1.73639 2.60618 -3.46095 0.0 0.0 0.0
H 0.19824 3.43234 -2.41271 0.0 0.0 0.0
H 0.72084 2.10223 -3.42545 0.0 0.0 0.0
H 0.62067 2.29949 -0.55600 -0.1 0.0 0.0
H 2.80892 1.90879 -0.61353 0.0 0.0 0.0
H 2.54589 2.72701 -2.13815 0.0 0.0 0.0
H 3.88927 0.75812 -2.58365 0.0 0.0 0.0
H 2.29687 0.49290 -3.27445 0.0 0.0 0.0
H 3.25910 -0.57828 -0.74401 0.0 0.0 0.0
H 4.16660 -1.78719 -2.45336 0.0 0.0 0.0
H 2.64741 -1.73812 -3.32751 0.0 0.0 0.0
C -0.12966 3.61030 4.09825 0.0 0.0 0.0
C -0.63388 2.89150 2.84169 0.0 0.0 0.0
C -0.68842 3.84371 1.64990 0.0 0.0 0.0
C 0.20522 1.66192 2.58094 0.0 0.0 0.0
C 1.33752 1.69318 1.77456 0.0 0.0 0.0
C 2.11351 0.54594 1.57034 -0.1 -0.2 -0.1
C 1.74111 -0.67544 2.13364 0.0 -0.2 0.1
C 2.59230 -1.91453 2.00261 0.1 0.0 0.0
C 0.60518 -0.69471 2.95585 0.1 0.0 0.0
C -0.12074 0.45131 3.20013 0.0 0.0 0.0
H -0.76504 4.46543 4.32712 0.0 0.0 0.0
H 0.88945 3.97379 3.95021 0.0 0.0 0.0
H -0.12907 2.94649 4.96263 0.0 0.0 0.0
H -1.65058 2.53772 3.03661 0.0 0.0 0.0
H 0.27917 4.31136 1.45334 0.0 0.0 0.0
H -1.39324 4.65068 1.84635 0.0 0.0 0.0
H -1.02727 3.33243 0.74090 0.0 0.0 0.0
H 1.67329 2.63626 1.35669 0.0 0.0 0.0
H 3.07187 0.62330 1.06779 0.0 0.0 0.0
H 2.99148 -2.20175 2.97609 0.0 0.0 0.0
H 3.44748 -1.75878 1.34283 0.0 0.0 0.0
H 2.01939 -2.77424 1.64369 0.0 0.0 0.0
H 0.30423 -1.62805 3.41760 0.0 0.0 0.0
H -0.98750 0.40664 3.84889 0.0 0.0 0.0
N -1.16916 -0.66639 0.50752 0.3 0.4 -0.2
C -2.34518 -0.74741 1.23079 -0.1 0.0 0.1
C -2.74733 -1.94568 1.82948 0.0 0.0 0.0
C -3.94020 -2.00941 2.53163 0.0 0.0 0.0
C -4.74311 -0.88315 2.65418 0.0 0.0 0.0
C -4.34535 0.31495 2.07488 0.0 0.0 0.0
C -3.15482 0.38657 1.36977 0.0 0.0 0.0
H -2.10945 -2.81937 1.75288 0.0 0.0 0.0
H -4.24281 -2.94107 2.99103 0.0 0.0 0.0
H -5.67218 -0.93758 3.20451 0.0 0.0 0.0
H -4.96454 1.19653 2.17654 0.0 0.0 0.0
H -2.82524 1.32241 0.93158 0.0 0.0 0.0
```
Forces are in eV/Å.

Results
Electronic energy ... -36380.2909 eV
ΔE to the lowest compared entry with this formula, charge and spin ... 0.402 eV
Net charge ... +2
Orbital gap ... 0.269 Ha
LUMO level ... -5.82 eV
Largest force on an atom ... 0.56 eV Å⁻¹
E_HOMO ... -13.13 eV

Results of the natural (NBO) charge analysis, in e, for atoms 1 through 4: 2.19 -0.43 -0.22 -0.72

---

[2]
The following is a quantum chemistry calculation of a structure of composition C3H4AgO2 in a non-equilibrium geometry, from the Open Molecules 2025 dataset.

The geometry in XYZ format:
```
10
Properties=species:S:1:pos:R:3:forces:R:3
O -2.98645 1.55637 0.46834 1.7 -0.3 -0.6
C -1.84076 1.27013 0.29980 -1.5 0.3 0.6
O -0.32178 -1.57597 -0.40750 0.9 -1.7 0.3
C 1.04134 -1.85889 -0.09893 0.6 -1.2 0.2
C 1.87837 -0.56250 -0.05355 -0.2 -1.0 -0.2
Ag -0.02110 0.35332 -0.53393 -0.1 3.0 0.1
H 1.44636 -2.56141 -0.85858 -0.1 0.2 0.1
H 1.09569 -2.39546 0.87263 -0.1 0.1 -0.2
H 2.69395 -0.56644 -0.79607 -0.6 0.2 0.0
H 2.32855 -0.39262 0.93904 -0.6 0.3 -0.3
```
Forces are in eV/Å.

Results
Multiplicity ... 3
Electronic energy ... -11265.9068 eV
ΔE to the lowest compared entry with this formula, charge and spin ... 0.000 eV
Net charge ... -1
Orbital gap (spin up / spin down) ... 0.188 / 0.269 Ha
LUMO level (spin up / spin down) ... 4.41 / 3.07 eV
Largest force on an atom ... 3.04 eV Å⁻¹
E_HOMO (spin up / spin down) ... -0.70 / -4.25 eV

Results of the natural (NBO) charge analysis, in e, for atoms 1 through 4: -0.62 0.00 -0.75 -0.11

---

[3]
The following is a quantum chemistry calculation of a structure of composition C27H31BN6O6Pb, from the Open Molecules 2025 dataset.

The geometry in XYZ format:
```
72
Properties=species:S:1:pos:R:3:forces:R:3
Pb 0.62294 -0.48999 -0.42665 -0.1 -0.1 0.3
C 0.74021 2.80905 -1.67699 0.1 0.0 -0.1
N 0.58969 2.35865 -0.29390 -0.1 0.1 0.0
C 1.75212 2.75631 0.52468 0.1 0.0 0.0
C 3.15043 2.53246 -0.05044 0.0 0.1 0.1
C 3.63914 1.09375 -0.15838 0.0 0.0 -0.1
N 2.91603 0.38818 -1.19656 0.0 -0.1 -0.2
C 3.44324 0.30174 -2.35598 0.1 0.0 0.1
C 2.85005 -0.26250 -3.54508 0.0 0.0 0.0
C 3.63103 -0.19773 -4.71629 0.0 0.0 0.0
C 3.19518 -0.69772 -5.91602 0.0 0.0 0.0
C 1.93247 -1.30410 -5.96258 0.0 0.0 0.0
C 1.14595 -1.38537 -4.84158 0.0 0.0 0.0
C 1.56189 -0.85767 -3.59527 -0.1 0.0 0.0
O 0.73517 -0.95733 -2.59177 0.1 0.1 0.1
C -0.60091 3.03420 0.25279 -0.1 0.1 0.0
C -1.08313 2.68520 1.66237 0.1 -0.1 0.0
C -1.95656 1.43548 1.78900 0.0 0.0 0.0
N -1.22831 0.22672 2.15436 -0.1 0.0 -0.2
C -1.84481 -0.57492 2.91288 0.0 0.0 -0.1
C -1.38137 -1.91751 3.30490 0.0 0.0 0.0
C -2.34056 -2.80595 3.78786 0.0 0.0 0.0
C -2.03096 -4.12278 4.08642 0.0 0.0 0.0
C -0.73523 -4.58170 3.91821 0.0 0.0 0.0
C 0.24998 -3.71246 3.47075 0.0 0.0 0.0
C -0.09185 -2.41322 3.17814 0.0 0.0 0.0
O 0.97227 -1.61041 2.67352 0.0 0.2 0.0
H 1.02230 3.87130 -1.73576 0.0 0.0 0.0
H -0.21171 2.69422 -2.19712 0.0 0.0 0.0
H 1.48358 2.21576 -2.20548 0.0 0.0 0.0
H 1.67356 2.24220 1.48450 0.0 0.0 0.1
H 1.66863 3.83442 0.74001 0.0 0.0 0.0
H 3.83770 3.06441 0.61253 -0.1 0.0 0.1
H 3.25481 3.01069 -1.02694 0.0 0.0 0.0
H 3.48160 0.57723 0.79390 0.0 0.0 0.0
H 4.71903 1.09713 -0.35357 0.0 0.0 0.0
H 4.45740 0.70185 -2.50284 0.0 0.0 0.0
H 4.60910 0.26714 -4.64921 0.0 0.0 0.0
H 3.81022 -0.62999 -6.80219 0.0 0.0 0.0
H 1.57213 -1.72071 -6.89537 0.0 0.0 0.0
H 0.17417 -1.86094 -4.87029 0.0 0.0 0.0
H -1.42859 2.84930 -0.43769 0.0 0.0 0.0
H -0.41245 4.12088 0.22244 0.0 0.0 0.0
H -1.70368 3.53200 1.96348 0.0 0.0 0.0
H -0.26784 2.64899 2.38667 0.0 0.0 0.0
H -2.44431 1.24222 0.82891 0.0 0.0 0.0
H -2.75742 1.62178 2.51452 0.0 0.0 0.0
H -2.84788 -0.33360 3.28814 0.0 0.0 0.0
H -3.35804 -2.45223 3.90032 0.0 0.0 0.0
H -2.80389 -4.78951 4.44204 0.0 0.0 0.0
H -0.48301 -5.60937 4.13958 0.0 0.0 0.0
H 1.27433 -4.03169 3.33910 0.0 0.0 0.0
O -5.04628 -3.07590 -1.37578 0.0 0.0 0.1
C -5.05377 -1.86437 -1.88386 0.0 0.0 0.0
O -6.01719 -1.38016 -2.42958 0.0 0.0 0.0
C -3.79932 -1.05623 -1.76332 0.0 0.0 0.0
C -3.70655 0.20818 -2.29826 0.0 0.0 0.0
N -2.48936 0.67996 -1.98674 0.0 0.0 0.0
N -1.77221 -0.20739 -1.28666 0.0 0.0 0.0
C -2.54437 -1.27494 -1.14646 0.1 0.0 0.0
C -1.98545 -2.49980 -0.45137 0.0 0.0 0.1
O -2.75549 -3.45793 -0.29125 -0.1 0.0 0.0
O -0.78094 -2.43947 -0.08823 -0.1 0.0 0.0
H -4.16385 -3.27734 -0.92401 0.0 0.0 0.0
H -4.43167 0.77058 -2.86095 0.0 0.0 0.0
H -2.06738 1.54291 -2.28277 0.0 0.0 0.0
B 1.47321 1.68971 4.92058 0.0 0.0 0.3
C 1.28809 0.38826 4.08320 0.0 -0.1 -0.6
N 1.15105 -0.51781 3.38383 0.1 -0.1 0.3
H 1.54691 1.31599 6.06748 0.0 0.1 0.0
H 0.49837 2.37040 4.70766 0.0 0.0 0.0
H 2.50235 2.19147 4.53848 0.0 0.0 -0.1
```
Forces are in eV/Å.

Results
Electronic energy ... -55649.4357 eV
Net charge ... 0
Orbital gap ... 0.288 Ha
LUMO level ... -0.24 eV
Largest force on an atom ... 0.57 eV Å⁻¹
E_HOMO ... -8.07 eV

Results of the Mulliken charge analysis, in e, for atoms 1 through 4: 1.81 -1.24 0.98 -0.55

---

[4]
The following is a quantum chemistry calculation of an isolated molecule of C7H12N4S in a non-equilibrium geometry, from the Open Molecules 2025 dataset.

The geometry in XYZ format:
```
24
Properties=species:S:1:pos:R:3:forces:R:3
N -4.82047 -0.25503 -0.30648 -0.5 1.6 -1.3
C -3.53155 0.10023 -0.13483 1.2 1.1 0.5
N -3.10466 1.33324 -0.07443 -0.2 -1.7 -0.5
N -1.74402 1.39753 0.05529 1.6 -1.1 0.6
C -1.13905 0.22756 0.24522 -2.1 1.2 -0.4
N 0.14801 0.07465 0.61629 0.6 -0.1 0.0
C 1.03774 1.23699 0.64619 0.5 -0.7 -0.2
C 2.07994 1.17796 -0.51055 0.0 -0.6 0.4
C 2.78556 -0.18752 -0.50297 -0.3 -0.5 0.4
C 1.76223 -1.35832 -0.42674 2.8 0.2 -1.4
C 0.86524 -1.19072 0.71736 -0.7 -0.4 1.9
S -2.28018 -1.13560 0.05891 0.2 0.8 0.1
H -5.48692 0.47710 -0.54582 0.4 -0.4 0.3
H -5.14730 -1.08274 0.07017 -0.8 -1.5 0.7
H 1.47768 1.23762 1.65959 0.3 0.1 -0.5
H 0.44620 2.11003 0.54298 -0.6 0.8 0.0
H 1.59494 1.42057 -1.48510 0.3 -0.2 0.7
H 2.88845 1.86342 -0.29463 -0.1 0.8 -0.2
H 3.48528 -0.19202 0.37146 -0.6 -0.2 -0.4
H 3.41978 -0.40162 -1.36382 0.0 0.5 -0.2
H 2.39936 -2.26694 -0.47042 -0.8 0.1 0.6
H 1.22681 -1.35417 -1.36692 -0.5 0.0 -0.2
H 0.19586 -2.05150 0.80529 -0.3 0.3 0.0
H 1.44107 -1.18068 1.69395 -0.5 0.1 -1.0
```
Forces are in eV/Å.

Results
Electronic energy ... -24248.5407 eV
ΔE to the lowest compared entry with this formula, charge and spin ... 0.715 eV
Net charge ... 0
SMILES ... Nc1nnc(N2CCCCC2)s1
Orbital gap ... 0.294 Ha
LUMO level ... 0.62 eV
Largest force on an atom ... 3.14 eV Å⁻¹
E_HOMO ... -7.38 eV

Results of the natural (NBO) charge analysis, in e, for atoms 1 through 4: -0.82 0.21 -0.31 -0.37

---

[5]
The following is a quantum chemistry calculation of a structure of composition C26H30Cl4N6O2S4V in a non-equilibrium geometry, from the Open Molecules 2025 dataset.

The geometry in XYZ format:
```
73
Properties=species:S:1:pos:R:3:forces:R:3
V -1.28604 -0.54568 1.09564 0.8 -2.2 1.3
S -2.76455 -2.41522 1.15485 0.2 0.0 -0.3
S -4.04848 -1.73935 2.58228 0.0 0.1 0.2
S -2.78826 -1.85005 4.21086 -0.1 -0.2 -0.2
S -1.14288 -0.86445 3.41888 0.0 0.1 -0.1
Cl -3.32634 5.27607 -2.77888 0.0 0.0 0.0
C -3.02816 3.93398 -1.73767 0.0 -0.1 0.0
C -3.98561 3.59694 -0.76917 0.1 0.1 -0.1
Cl -5.44812 4.49731 -0.59186 0.1 0.0 -0.1
C -3.73274 2.51329 0.06250 -0.1 -0.2 0.3
Cl -4.84310 2.04621 1.29330 0.0 0.0 0.0
C -2.56581 1.79268 -0.08035 0.5 -0.7 0.6
O -2.27224 0.68804 0.72628 -2.4 3.6 -1.3
C -1.56080 2.08671 -1.03910 0.6 -0.5 0.0
O -0.51125 1.37203 -1.10506 -0.3 0.4 0.0
C -1.85104 3.20499 -1.86679 -0.1 0.1 -0.1
Cl -0.63949 3.61044 -3.03640 -0.1 0.1 0.0
C -1.19464 -0.15573 -3.63294 -0.2 0.0 0.2
N -1.47165 -0.98252 -2.45321 -0.3 0.2 -0.2
C -2.85848 -0.95241 -1.99325 0.2 0.0 -0.3
C -0.45328 -1.50839 -1.75201 0.3 -0.1 0.5
N -0.39587 -1.50922 -0.41909 0.3 -0.8 -0.5
C 0.40915 -2.49988 0.25077 -0.1 0.4 0.0
C 0.27222 -3.81430 -0.09962 -0.2 -0.2 0.1
C 1.06793 -4.81667 0.47943 -0.1 0.0 -0.1
C 1.99899 -4.48155 1.41525 0.1 -0.1 0.0
C 2.15127 -3.14074 1.83798 0.0 0.1 0.0
C 3.11756 -2.83024 2.82622 0.0 -0.1 0.0
C 3.25727 -1.55490 3.27295 0.0 0.1 0.0
C 2.42555 -0.53684 2.76848 0.1 0.2 0.0
C 1.49581 -0.77529 1.79318 -0.2 0.4 -0.5
N 0.57194 0.25826 1.41746 0.5 -0.5 0.5
C 0.94555 1.53896 1.34119 -0.2 -0.3 0.0
N 0.16688 2.54730 1.76116 -0.4 0.1 0.2
C -0.75738 2.46462 2.89363 0.2 0.2 -0.2
C 0.16116 3.82372 1.05076 0.0 0.0 0.1
N 2.11400 1.91687 0.77519 0.4 -0.2 0.0
C 2.66748 1.18792 -0.34717 0.0 0.0 0.1
C 2.97609 2.89812 1.41118 0.0 0.0 -0.1
C 1.33844 -2.11429 1.27851 0.0 0.1 -0.1
N 0.54782 -2.03372 -2.51298 0.2 -0.1 0.0
C 1.92082 -2.20858 -2.06395 -0.1 0.1 -0.3
C 0.25712 -2.66958 -3.78782 0.0 0.0 0.0
H -1.62429 0.83509 -3.47810 0.0 0.0 0.0
H -1.63560 -0.59230 -4.53198 0.0 0.0 0.0
H -0.12689 -0.03020 -3.76968 0.0 0.0 0.0
H -3.49533 -0.97993 -2.87959 0.0 0.0 0.0
H -3.10288 -0.05223 -1.43762 0.0 0.1 0.0
H -3.08380 -1.81125 -1.37952 0.0 -0.2 0.1
H -0.47490 -4.07538 -0.84120 0.0 0.0 0.0
H 0.93413 -5.84945 0.17834 0.0 0.1 0.0
H 2.62820 -5.24067 1.86974 -0.1 0.1 0.0
H 3.72459 -3.63253 3.23113 0.0 0.0 0.0
H 3.97864 -1.31969 4.04708 0.0 0.0 -0.1
H 2.48075 0.45716 3.19765 0.0 0.0 0.0
H -0.73583 1.48561 3.34964 0.0 -0.1 0.0
H -1.77377 2.68472 2.57148 -0.1 0.0 -0.1
H -0.46972 3.20745 3.64154 0.0 0.1 0.0
H 0.62658 3.71254 0.07533 0.0 0.0 0.0
H 0.66984 4.60721 1.61897 0.0 0.0 0.0
H -0.87605 4.12571 0.90288 0.0 0.0 0.0
H 1.84388 0.75636 -0.90252 -0.2 -0.1 -0.1
H 3.37433 0.41115 -0.04329 0.1 0.0 0.1
H 3.17847 1.89601 -1.00104 0.0 0.0 0.0
H 2.53153 3.24172 2.34296 0.0 0.0 0.0
H 3.14953 3.76223 0.76380 0.0 0.0 0.0
H 3.94152 2.43677 1.63967 0.0 0.0 0.0
H 2.10665 -1.63997 -1.17020 0.1 0.2 0.2
H 2.59437 -1.85846 -2.84770 0.0 0.0 -0.1
H 2.14314 -3.25642 -1.85180 0.0 0.0 0.0
H -0.81571 -2.71569 -3.95171 0.0 0.0 0.0
H 0.65323 -3.68833 -3.77522 0.0 0.0 0.0
H 0.71858 -2.13211 -4.61963 0.0 0.0 0.0
```
Forces are in eV/Å.

Results
Multiplicity ... 2
Electronic energy ... -159605.4388 eV
ΔE to the lowest compared entry with this formula, charge and spin ... 1.247 eV
Net charge ... 0
Orbital gap (spin up / spin down) ... 0.246 / 0.262 Ha
LUMO level (spin up / spin down) ... -0.47 / -0.07 eV
Largest force on an atom ... 4.51 eV Å⁻¹
E_HOMO (spin up / spin down) ... -7.17 / -7.19 eV

Results of the Mulliken charge analysis, in e, for atoms 1 through 4: -1.00 -0.11 -0.09 -0.09

---

[6]
The following is a quantum chemistry calculation of the ion C9H16N2P with charge +1 in a non-equilibrium geometry, from the Open Molecules 2025 dataset.

The geometry in XYZ format:
```
28
Properties=species:S:1:pos:R:3:forces:R:3
H -1.75985 -3.57636 -2.21814 1.5 -1.3 0.4
P -2.64265 -2.63604 -2.58599 -0.2 3.0 1.2
C -2.00471 -1.27223 -1.65062 -1.1 -3.8 -3.2
C -2.88058 -0.09031 -1.77067 1.2 1.4 2.5
N -0.79721 -1.26655 -0.89883 -2.5 0.9 -1.0
C -0.22828 -2.27737 -0.19906 -0.3 -2.7 -1.7
C 0.71766 -1.72758 0.55453 1.0 -0.2 0.9
N 0.72473 -0.38231 0.29763 0.7 -0.8 1.5
C 1.70273 0.54997 0.94278 -0.1 -1.0 0.9
C 2.87508 0.65242 0.05039 3.9 -2.5 2.0
C 0.99972 1.83983 1.17212 -1.7 1.3 -0.7
C -0.21297 1.91468 2.09831 -1.5 0.3 -1.7
C -0.24690 -0.14335 -0.54103 1.2 3.2 0.2
H -2.53639 0.76309 -2.32825 0.6 0.1 -0.8
H -3.82922 -0.40762 -2.19229 -0.3 0.3 0.6
H -2.80509 0.36530 -0.71640 -1.4 -0.6 -1.1
H -0.40342 -3.29921 -0.59996 0.0 0.8 1.3
H 1.34155 -2.17126 1.30703 0.3 -0.1 -0.1
H 2.11070 -0.05360 1.79923 -1.1 1.0 -0.1
H 2.66324 1.13554 -0.83154 -0.2 1.1 -2.2
H 3.21218 -0.44099 -0.10240 -0.4 1.7 -0.4
H 3.84346 1.07442 0.55460 -2.1 -0.3 -0.8
H 0.77747 2.29569 0.16463 -0.2 -0.7 0.6
H 1.60326 2.61523 1.52039 1.9 0.8 0.7
H 0.00467 1.73047 3.10860 0.7 0.7 1.5
H -0.90693 2.78918 1.89123 1.4 -0.6 0.6
H -0.89970 1.11717 1.97039 -0.8 -1.3 -0.8
H -0.42254 0.90181 -0.79670 -0.6 -0.7 -0.5
```
Forces are in eV/Å.

Results
Electronic energy ... -21852.6210 eV
ΔE to the lowest compared entry with this formula, charge and spin ... 0.334 eV
Net charge ... +1
SMILES ... [H]/P=C(/C)[n+]1ccn([C@@H](C)CC)c1
Orbital gap ... 0.307 Ha
LUMO level ... -4.12 eV
Largest force on an atom ... 5.10 eV Å⁻¹
E_HOMO ... -12.48 eV

Results of the natural (NBO) charge analysis, in e, for atoms 1 through 4: -0.08 0.50 -0.14 -0.68